Run P
Entry from OMol25: a gas-phase ion, C2HCl2N2O (charge +1) (wB97M-V/def2-TZVPD).

CARTESIAN COORDINATES (ANGSTROEM)
C: -2.620 -0.836 -0.440
C: 0.871 -0.600 0.368
N: -1.768 -1.277 1.773
N: -2.311 -0.878 0.749
O: -3.174 -0.603 -1.404
Cl: 0.905 -1.576 -1.005
Cl: 0.286 -1.273 1.743
H: 1.587 0.357 0.442

Summary:
Kohn-Sham gap (spin up / spin down): 7.013 / 7.358 eV
net charge: +1
lowest unoccupied orbital energy (spin up / spin down): -6.8 / -7.5 eV



Run Q
Entry from OMol25: a molecular structure, C2HCl2N2O (wB97M-V/def2-TZVPD).

CARTESIAN COORDINATES (ANGSTROEM)
C: -2.359 0.228 0.713
C: 0.559 0.641 0.364
N: -1.765 2.365 -0.176
N: -2.206 1.382 0.294
O: -2.730 -0.748 1.186
Cl: 0.981 0.440 1.974
Cl: 0.481 2.102 -0.374
H: 0.469 -0.264 -0.238

Summary:
Kohn-Sham gap (spin up / spin down): 6.955 / 6.799 eV
net charge: +1
lowest unoccupied orbital energy (spin up / spin down): -7.0 / -7.6 eV



Computed relative energies in units of eV: run P 0.595; run Q 0.000



Run P
Entry from OMol25: a single C3H5FS molecule (wB97M-V/def2-TZVPD).

CARTESIAN COORDINATES (ANGSTROEM)
C: 2.006 0.833 -0.161
C: 1.066 -0.047 0.095
C: -1.922 -0.552 0.004
F: 0.986 -1.335 0.240
S: -0.738 0.817 0.458
H: 1.883 1.860 -0.093
H: 3.062 0.606 -0.531
H: -1.677 -1.541 0.496
H: -1.905 -0.510 -1.019
H: -2.761 -0.131 0.510

Summary:
Kohn-Sham gap: 9.508 eV
SMILES: C=C(F)SC
lowest unoccupied orbital energy: 0.9 eV



Run Q
Entry from OMol25: a molecular structure, C3H5FS (wB97M-V/def2-TZVPD).

CARTESIAN COORDINATES (ANGSTROEM)
C: 0.669 -0.955 -0.268
C: -0.258 0.139 -0.842
C: -0.171 1.457 -0.955
H: -1.438 -0.675 1.962
H: 0.980 -1.738 -0.874
H: 1.582 -0.433 -0.258
H: -1.167 -0.690 -1.470
H: 0.739 2.255 -0.760
F: -1.222 2.144 -1.259
S: 0.553 -1.367 1.570

Summary:
Kohn-Sham gap: 7.814 eV
lowest unoccupied orbital energy: -1.3 eV



Computed relative energies in units of eV: run P 0.000; run Q 3.992



Run P
Entry from OMol25: a molecular structure, C20H17ClNO3PtS (wB97M-V/def2-TZVPD).

CARTESIAN COORDINATES (ANGSTROEM)
Pt: 0.997 -0.162 0.532
C: 2.080 4.263 0.353
C: 1.100 3.098 0.236
O: 1.613 2.010 -0.032
C: -0.303 3.354 0.386
C: -0.781 4.682 0.416
C: -2.122 4.983 0.455
C: -3.059 3.937 0.471
C: -2.643 2.632 0.482
C: -1.260 2.266 0.485
O: -0.961 1.046 0.602
H: 3.089 3.857 0.365
H: 1.915 4.844 1.264
H: 1.980 4.932 -0.504
H: -0.076 5.504 0.383
H: -2.446 6.017 0.461
H: -4.120 4.163 0.484
H: -3.359 1.820 0.513
O: 3.327 -0.237 0.647
N: 3.863 -1.037 -0.220
C: 4.867 -0.589 -1.004
C: 5.458 -1.391 -1.946
C: 5.017 -2.708 -2.103
C: 3.992 -3.162 -1.297
C: 3.383 -2.330 -0.344
S: 2.072 -2.774 0.634
H: 5.147 0.438 -0.826
H: 6.257 -0.989 -2.555
H: 5.454 -3.359 -2.850
H: 3.610 -4.169 -1.385
Cl: -6.317 -4.629 0.486
C: -4.801 -3.734 0.448
C: -4.159 -3.505 -0.769
C: -2.947 -2.855 -0.797
C: -2.275 -2.429 0.403
C: -0.975 -1.953 0.394
C: -3.031 -2.608 1.615
C: -4.243 -3.258 1.634
H: -4.623 -3.843 -1.690
H: -2.452 -2.676 -1.746
H: -0.420 -1.971 -0.534
H: -0.466 -1.847 1.346
H: -2.607 -2.226 2.537
H: -4.775 -3.404 2.569

Summary:
Kohn-Sham gap (spin up / spin down): 4.108 / 4.218 eV
spin multiplicity: 2
net charge: -2
lowest unoccupied orbital energy (spin up / spin down): 4.7 / 4.7 eV



Run Q
Entry from OMol25: a molecular structure, C20H17ClNO3PtS (wB97M-V/def2-TZVPD).

CARTESIAN COORDINATES (ANGSTROEM)
Pt: 0.290 0.318 -0.624
C: 4.564 0.702 0.125
C: 3.201 0.351 0.712
O: 2.321 0.200 -0.154
C: 3.070 0.234 2.137
C: 4.206 0.507 2.946
C: 4.193 0.440 4.309
C: 2.980 0.081 4.956
C: 1.864 -0.204 4.241
C: 1.825 -0.176 2.781
O: 0.791 -0.500 2.183
H: 4.444 0.780 -0.952
H: 5.302 -0.070 0.351
H: 4.936 1.649 0.515
H: 5.134 0.789 2.465
H: 5.084 0.662 4.883
H: 2.948 0.032 6.040
H: 0.937 -0.485 4.726
O: -1.615 0.417 -1.161
N: -2.007 1.550 -1.754
C: -3.157 1.444 -2.455
C: -3.709 2.530 -3.069
C: -3.049 3.762 -2.961
C: -1.875 3.841 -2.261
C: -1.304 2.710 -1.636
S: 0.169 2.723 -0.782
H: -3.571 0.445 -2.461
H: -4.631 2.413 -3.619
H: -3.459 4.646 -3.432
H: -1.333 4.772 -2.165
Cl: -5.421 -3.720 -1.496
C: -3.792 -3.156 -1.244
C: -3.305 -2.952 0.040
C: -2.001 -2.510 0.225
C: -1.155 -2.258 -0.855
C: 0.226 -1.733 -0.663
C: -1.673 -2.466 -2.133
C: -2.972 -2.909 -2.336
H: -3.952 -3.137 0.887
H: -1.630 -2.327 1.228
H: 0.865 -2.047 -1.496
H: 0.664 -2.034 0.289
H: -1.045 -2.251 -2.991
H: -3.358 -3.062 -3.336

Summary:
Kohn-Sham gap (spin up / spin down): 1.433 / 4.203 eV
spin multiplicity: 2
net charge: -2
lowest unoccupied orbital energy (spin up / spin down): 4.1 / 4.1 eV



Computed relative energies in units of eV: run P 1.923; run Q 0.000